Here is a 2-piece molecular cluster, C23H41OSi overall from OMol25. Energies are from ωB97M-V with the def2-TZVPD basis set.

As for the net charge: +1. The calculation puts the total energy at -1265.46918 a.u. As for the relative energy (zero: lowest compared OMol25 entry of this formula, charge and spin): 7.77 kcal per mole.

Atoms and positions in Å:
C 0.38053 1.09671 4.75069
C 0.03148 0.31289 3.48433
C 0.32557 -1.17877 3.65467
Si 0.86846 0.97747 1.94937
C 0.36735 -0.12791 0.50716
C 0.99030 0.38282 -0.78209
C -1.15294 -0.25037 0.37347
C 0.52770 2.79448 1.63775
C 1.71318 3.68433 2.03005
C -0.78352 3.27067 2.27294
O 2.54137 0.81764 2.18197
C 3.48521 0.13907 1.45738
C 3.91144 -1.14520 2.06926
C 4.05542 0.70655 0.35925
H -0.15760 0.65228 5.60166
H 1.45639 1.04527 4.96997
H 0.08340 2.15113 4.69410
H -1.04422 0.44593 3.26869
H -0.25007 -1.56315 4.50818
H 0.03811 -1.76817 2.77510
H 1.39014 -1.35487 3.86295
H 0.79332 -1.12365 0.72505
H 0.85195 -0.34498 -1.59382
H 0.55877 1.34048 -1.10342
H 2.06773 0.52774 -0.67171
H -1.38725 -0.92832 -0.46007
H -1.61543 -0.66246 1.27821
H -1.61659 0.72387 0.15876
H 0.41620 2.85357 0.54203
H 1.50472 4.72086 1.72705
H 1.89142 3.67779 3.11433
H 2.63750 3.37469 1.52464
H -1.11306 4.19011 1.76656
H -1.59707 2.53996 2.17127
H -0.66204 3.50628 3.33872
H 4.88189 -1.44335 1.65618
H 3.98720 -1.04560 3.16425
H 3.20242 -1.96088 1.84583
H 4.91498 0.19779 -0.06782
H 3.82178 1.73266 0.07482
C 2.63411 1.90676 -3.02433
C 3.68890 1.13766 -2.32381
C 5.05016 1.49260 -2.31777
C 6.05275 0.46799 -2.46755
C 5.68308 -0.89214 -2.97079
C 7.37009 0.75187 -2.13766
C 7.75776 2.02787 -1.71391
C 9.16344 2.27780 -1.26977
C 6.81382 3.06323 -1.74105
C 5.48128 2.84350 -2.05787
C 4.52966 4.00027 -2.05418
H 1.86752 1.22488 -3.42378
H 2.11756 2.59358 -2.33286
H 3.04339 2.50459 -3.85790
H 3.42435 0.10746 -2.06926
H 6.59260 -1.49353 -3.07457
H 4.99118 -1.43547 -2.30844
H 5.20431 -0.81799 -3.95855
H 8.11432 -0.04125 -2.22633
H 9.27942 3.31508 -0.94381
H 9.42877 1.62027 -0.43318
H 9.88544 2.08469 -2.07220
H 7.13506 4.08455 -1.50977
H 5.05500 4.90377 -1.71795
H 4.15157 4.20436 -3.06438
H 3.66295 3.87064 -1.38860

---

Here is C23H42F6MnNO7 as an isolated structure from OMol25. Energies are from ωB97M-V with the def2-TZVPD basis set.

As for the net charge: -1. As for the spin multiplicity: 6. The calculation puts the total energy at -3233.19466 a.u.

Atoms and positions in Å:
Mn -2.70175 21.32908 16.07064
C 0.02500 21.81498 15.72655
O -0.69325 20.85852 14.96430
O -0.67249 22.02468 16.87104
C 1.50817 21.33243 15.87966
F 1.78733 20.25737 15.11402
F 2.47337 22.26092 15.69000
F 1.73238 20.89285 17.13866
C -0.64564 21.01736 13.56343
C -1.16218 19.70550 12.95042
H -1.05135 19.78641 11.86920
H -0.60137 18.84612 13.32843
H -2.19916 19.60310 13.27607
H 0.31064 21.31007 13.13097
H -1.45963 21.64115 13.17292
H -0.05476 22.76216 15.17410
C -5.36850 19.61013 14.73038
O -6.32433 20.21552 13.88766
O -4.41437 20.50620 15.00654
C -6.02942 18.93023 15.96111
F -5.13600 18.33992 16.76758
F -6.68067 19.87460 16.72298
F -7.00158 18.06495 15.62922
C -7.08400 19.46098 13.00016
C -8.42245 20.16721 12.73789
H -9.01207 19.55362 12.05216
H -8.92856 20.21158 13.69971
H -8.22382 21.10072 12.21042
H -7.49967 18.51931 13.38095
H -6.53860 19.29672 12.06484
H -4.88562 18.76274 14.20250
C -2.28106 25.43592 16.57431
C -3.64313 25.41769 15.77825
C -3.95115 26.94334 15.44440
C -3.22647 27.46934 14.21499
C -3.43441 26.48559 13.08217
C -2.86710 25.07096 13.37700
N -3.53674 24.60248 14.56914
O -3.20786 23.27140 14.90760
C -1.32705 25.10596 13.58904
C -3.16501 24.17923 12.13261
C -4.74828 24.97838 16.76438
H -1.60423 26.21464 16.21703
H -1.75756 24.47838 16.58206
H -2.43455 25.67387 17.63337
H -3.66645 27.51320 16.33264
H -5.04298 26.97304 15.40295
H -2.17838 27.48634 14.52389
H -3.49937 28.43962 13.79504
H -2.85076 26.76052 12.19657
H -4.48896 26.40049 12.81707
H -1.02602 24.12527 13.96778
H -0.93404 25.78275 14.34310
H -0.84694 25.19679 12.61092
H -2.28487 24.03496 11.49856
H -3.88194 24.66745 11.46719
H -3.52076 23.17394 12.35349
H -4.26608 24.57844 17.66092
H -5.48726 24.28038 16.38125
H -5.18987 25.86887 17.22403
C -3.56814 22.60795 20.12898
C -3.70484 21.59390 19.04974
O -3.53656 21.90724 17.89088
C -4.32254 20.25075 19.45192
H -4.49044 22.65772 20.70915
H -3.26854 23.57046 19.72277
H -2.79327 22.24450 20.81133
H -3.97914 20.09117 20.47367
H -3.94919 19.52833 18.73075
H -5.40672 20.31245 19.37804
C -2.21215 17.28561 15.75265
C -1.90833 18.28238 16.86601
O -2.51247 19.33284 16.89181
C -1.02129 17.87258 18.01032
H -1.82127 16.30386 16.02650
H -1.76830 17.59971 14.80969
H -3.28866 17.17311 15.64162
H -1.04587 16.78944 18.11435
H -1.06292 18.59870 18.81933
H 0.03135 18.02115 17.72602

---

Here is a 9-piece molecular cluster, C23H42N4O15 overall from OMol25. Energies are from ωB97M-V with the def2-TZVPD basis set.

As for the net charge: 0. The calculation puts the total energy at -2249.11371 a.u. As for the relative energy (zero: lowest compared OMol25 entry of this formula, charge and spin): 22.71 kcal per mole.

Atoms and positions in Å:
C -1.80425 2.54349 2.10414
O -2.88331 2.65477 1.22548
C -4.13562 3.12794 1.57989
O -5.14133 3.05969 0.82505
O -4.23841 3.41620 2.87276
C -5.40962 4.00546 3.41519
H -2.16951 1.87871 2.88692
H -1.48581 3.45207 2.61519
H -0.91033 2.12752 1.63939
H -5.18530 4.24113 4.45550
H -6.32299 3.41296 3.36240
H -5.55046 4.93527 2.86408
C 1.40615 4.68541 2.23797
O 1.88584 3.41770 1.83106
C 1.96539 2.33406 2.64934
O 1.51820 2.33561 3.83114
O 2.39576 1.31257 1.95438
C 2.43689 -0.02005 2.49743
H 2.04544 5.40208 2.75353
H 0.56734 4.63310 2.93206
H 1.03665 5.29166 1.41091
H 1.47740 -0.51313 2.34138
H 2.65922 -0.04745 3.56416
H 3.17886 -0.59038 1.93859
C 3.76553 2.21522 -1.72430
O 4.92967 1.48607 -2.09753
C 6.01583 1.71798 -1.40593
O 6.19789 2.68159 -0.65168
O 6.91621 0.84123 -1.81823
C 8.24819 0.94032 -1.42610
H 3.96911 3.28603 -1.72867
H 3.46239 1.86272 -0.73842
H 2.92600 2.16397 -2.41759
H 8.68481 -0.02904 -1.66652
H 8.37724 1.18626 -0.37208
H 8.76469 1.63354 -2.09000
C -3.33932 -3.27980 -2.51264
O -4.47512 -2.44791 -2.72048
C -4.35358 -1.13721 -3.02693
O -3.34009 -0.55313 -3.33375
O -5.58295 -0.67160 -3.05341
C -5.74191 0.66960 -3.42227
H -2.47707 -2.78747 -2.06292
H -3.02006 -3.73824 -3.44859
H -3.58018 -4.14536 -1.89549
H -5.19114 1.09658 -4.26039
H -5.68546 1.32237 -2.55118
H -6.76272 0.92448 -3.70703
C -1.40040 -6.01843 -0.87761
O -2.22670 -5.52953 0.22961
C -2.01928 -4.29079 0.73502
O -1.06306 -3.55497 0.48631
O -3.05172 -4.00796 1.51022
C -3.06271 -2.69588 2.20236
H -0.88887 -6.94178 -0.60581
H -0.80886 -5.26388 -1.39610
H -2.08565 -6.40157 -1.63374
H -3.97598 -2.60800 2.79085
H -3.08095 -1.92605 1.43092
H -2.24118 -2.58959 2.91081
C -1.21670 -0.32214 -0.48580
C -0.05667 -0.07060 -1.30126
N 0.87389 0.11626 -1.96560
H -1.80164 -1.15860 -0.86826
H -1.87063 0.53486 -0.32449
H -0.77572 -0.66946 0.44855
C -0.01954 -0.07244 5.59030
C -0.52257 -0.39262 4.23387
N -0.88058 -0.59537 3.18476
H 0.93478 -0.56108 5.78675
H -0.62614 -0.40178 6.43391
H -0.00257 1.00926 5.72348
C 3.65631 -1.75875 -1.86697
C 4.46947 -1.78504 -0.64902
N 5.08098 -1.78192 0.31403
H 4.02302 -0.94829 -2.49686
H 2.60528 -1.71188 -1.58193
H 3.81252 -2.66463 -2.45269
C 2.22371 -0.84337 -4.91077
C 1.68331 -1.93295 -5.74557
N 1.28813 -2.78563 -6.49798
H 1.44101 -0.11825 -4.68786
H 3.08811 -0.41936 -5.42179
H 2.45361 -1.17259 -3.89743

---

Here is a 7-piece molecular cluster, C23H42O9 overall from OMol25. Energies are from ωB97M-V with the def2-TZVPD basis set.

As for the net charge: 0. The calculation puts the total energy at -1578.71948 a.u.

Atoms and positions in Å:
O -0.10378 -2.15922 2.81292
C -0.80864 -2.95776 2.26975
C -0.37850 -4.21866 1.54080
C -1.70303 -4.93728 1.23815
C -2.79289 -4.06171 1.84569
O -2.16556 -2.90763 2.42817
H 0.16561 -3.97286 0.63164
H 0.30743 -4.76446 2.18493
H -1.78941 -4.96291 0.15009
H -1.80000 -5.96991 1.56350
H -3.50021 -3.72856 1.09111
H -3.29520 -4.62427 2.62943
O -0.94307 1.89906 -1.69281
C -1.29290 1.87796 -2.84015
C -2.31538 0.87306 -3.36674
C -2.48226 1.26844 -4.83855
C -1.30759 2.24670 -5.10042
O -0.87074 2.68745 -3.80044
H -1.85581 -0.11504 -3.37782
H -3.21536 0.91255 -2.76558
H -2.38289 0.43006 -5.52430
H -3.44132 1.74970 -5.03473
H -0.49276 1.62999 -5.49184
H -1.41712 3.10490 -5.75234
C 3.10187 -2.40276 2.20757
C 3.25429 -2.89427 0.81732
C 3.42058 -1.90946 -0.33909
O 3.16425 -4.07473 0.54556
H 2.72254 -3.19001 2.85798
H 2.25436 -1.70773 2.18123
H 3.95501 -1.87037 2.61946
H 4.09344 -1.07082 -0.15529
H 2.46667 -1.42665 -0.55352
H 3.82711 -2.58436 -1.09001
C 2.14676 1.53080 -0.56796
C 1.70821 0.95662 0.76674
C 0.25925 0.67044 1.00857
O 2.57229 0.68960 1.56823
H 1.77561 0.87716 -1.36296
H 3.23040 1.60269 -0.56615
H 1.69543 2.50416 -0.76829
H 0.21564 0.42195 2.07475
H -0.00926 -0.27963 0.53624
H -0.49589 1.42076 0.80211
C 0.96761 4.81317 1.78143
C -0.42880 5.22726 1.31934
C -1.56633 4.33025 1.76305
O -0.61398 6.12857 0.54217
H 1.37083 5.45138 2.56763
H 1.66287 4.92652 0.94873
H 0.91944 3.77498 2.10072
H -2.18000 4.05030 0.90327
H -2.30949 4.81125 2.40436
H -1.18742 3.44712 2.27429
C 3.60477 -0.96778 -4.07376
C 2.36047 -0.69387 -4.92222
C 0.95933 -0.81436 -4.32350
O 2.49986 -0.35828 -6.07783
H 4.46162 -0.81514 -4.71972
H 3.52530 -1.98588 -3.69304
H 3.64380 -0.23286 -3.26712
H 0.83600 -1.89019 -4.16290
H 0.19529 -0.49420 -5.02331
H 0.95223 -0.28012 -3.37328
C -2.51331 0.12888 5.60117
C -2.01959 0.86943 4.38983
C -2.75281 0.67174 3.09896
O -1.10266 1.65396 4.43484
H -2.11239 -0.87091 5.74183
H -3.60186 0.09763 5.64173
H -2.18298 0.77422 6.42231
H -2.17682 0.97811 2.23288
H -3.75264 1.11017 3.10751
H -2.93558 -0.40433 2.97767

---

Here is a single C23H43Cl2NO6S molecule from OMol25. Energies are from ωB97M-V with the def2-TZVPD basis set.

As for the net charge: 0. The calculation puts the total energy at -2726.82452 a.u. As for the relative energy (zero: lowest compared OMol25 entry of this formula, charge and spin): 0.00 kcal per mole.

Atoms and positions in Å:
C 2.24697 0.16716 0.74121
N 1.59026 0.72531 1.92217
C 0.78217 -0.18541 2.71580
C -0.73308 -0.13540 2.44631
C -0.93126 -0.79193 1.05645
C -2.25552 -1.50341 0.76960
C -2.06033 -2.50226 -0.39352
C -1.96362 -1.83368 -1.76170
C -1.46818 -2.82879 -2.83906
C -0.31602 -2.28256 -3.68549
C 0.32551 -3.37570 -4.54207
C -0.49808 -3.73904 -5.80115
C 0.16490 -3.29171 -7.11218
C 0.61110 -1.83200 -7.12228
O 2.02783 -1.79010 -7.16441
C 2.53171 -0.47643 -7.27885
O -1.23964 -1.03840 3.45938
S -2.66360 -0.61967 4.01075
O -3.65096 -1.60834 3.74725
O -2.54446 -0.20104 5.36760
O -2.85166 0.58959 3.02418
C -1.54656 1.18729 2.60837
C -1.26323 2.19572 3.76446
C 0.10887 2.23892 4.43239
C 0.23096 3.47894 5.33828
C 1.56289 4.21189 5.22210
O 2.47852 3.74759 6.21322
C 3.62192 3.11767 5.69258
C -1.95273 1.95387 1.32150
Cl -3.56621 1.72484 0.72205
C -1.15393 2.80836 0.66281
C 0.22683 3.20491 1.06738
Cl -1.69110 3.58880 -0.78406
H 1.87750 0.66441 -0.16203
H 3.31936 0.35297 0.75554
H 2.05232 -0.89496 0.61162
H 2.25490 1.20047 2.50722
H 0.97261 0.00788 3.76909
H 1.11954 -1.21065 2.55742
H -0.76659 -0.04077 0.28309
H -0.15191 -1.53649 0.90953
H -3.04302 -0.82869 0.44976
H -2.62073 -2.08133 1.61096
H -1.16989 -3.10645 -0.20156
H -2.91278 -3.18225 -0.37110
H -2.97643 -1.55365 -2.05335
H -1.32827 -0.95014 -1.74597
H -1.08949 -3.72013 -2.33189
H -2.29267 -3.17817 -3.45990
H 0.44948 -1.91398 -3.00027
H -0.70834 -1.49265 -4.32520
H 1.33381 -3.09168 -4.84607
H 0.43177 -4.28735 -3.95180
H -1.48932 -3.28722 -5.71122
H -0.66872 -4.81415 -5.83953
H -0.53519 -3.46429 -7.92749
H 1.05663 -3.90106 -7.24722
H 0.27403 -1.29272 -6.23245
H 0.18074 -1.31236 -7.98428
H 3.44033 -0.50643 -7.87441
H 1.80364 0.19382 -7.73925
H 2.77565 -0.05709 -6.29780
H -1.99373 2.01800 4.54761
H -1.48521 3.19568 3.39362
H 0.93714 2.19493 3.72980
H 0.23041 1.36923 5.08039
H -0.57879 4.18673 5.15277
H 0.13587 3.19477 6.38479
H 1.42076 5.27627 5.41614
H 2.00070 4.10893 4.22709
H 4.04370 3.64849 4.83461
H 3.39854 2.09017 5.38019
H 4.39359 3.07092 6.45647
H 0.97492 2.59618 0.56638
H 0.39333 4.22495 0.71929
H 0.37951 3.20487 2.13836

---

Here is a 2-piece molecular cluster, C23H43F2NOP overall from OMol25. Energies are from ωB97M-V with the def2-TZVPD basis set.

As for the net charge: +1. The calculation puts the total energy at -1573.02894 a.u.

Atoms and positions in Å:
C -4.18552 -3.39945 -1.26576
C -3.03796 -2.46491 -1.64815
C -2.58102 -1.62043 -0.45626
C -1.55526 -0.54533 -0.84619
C -2.09856 0.84879 -1.27281
C -3.61478 1.02096 -1.37636
C -4.37976 1.34295 -0.07794
C -3.60679 2.19230 0.93127
C -2.69184 1.34545 1.83539
C -1.34348 2.01520 2.12038
C -0.27870 0.96965 2.53976
P 1.33474 1.08159 1.75965
C 1.92909 -0.60493 1.61627
C 3.41555 -0.75468 1.29551
F 3.60262 -2.05330 0.86893
C 1.25222 1.83992 0.13601
C 2.64100 2.19203 -0.45452
C 2.52803 3.37971 -1.39299
F 1.88014 4.41797 -0.74665
O 2.43013 1.84725 2.61203
C 2.07001 2.82968 3.62624
C 1.45325 4.11019 3.06073
H -4.56843 -3.93791 -2.13073
H -3.84661 -4.12132 -0.52336
H -5.00873 -2.81883 -0.84751
H -2.19783 -3.07307 -1.98939
H -3.32434 -1.81873 -2.48002
H -3.43630 -1.22295 0.08840
H -2.08277 -2.31369 0.23032
H -0.82635 -0.44108 -0.03387
H -0.99038 -0.96519 -1.68129
H -1.68395 1.05680 -2.26080
H -1.66929 1.61008 -0.61899
H -4.07090 0.14344 -1.83417
H -3.80308 1.84222 -2.06992
H -4.75438 0.44203 0.41296
H -5.27656 1.90029 -0.35535
H -4.30410 2.74621 1.55856
H -3.01687 2.93397 0.38765
H -2.52260 0.38361 1.34844
H -3.20188 1.13684 2.77587
H -1.47501 2.71922 2.94176
H -1.03569 2.59133 1.25201
H -0.64801 -0.02374 2.27023
H -0.16285 0.95915 3.62390
H 1.74978 -1.06860 2.58969
H 1.30062 -1.11501 0.88318
H 3.77601 -0.07548 0.52855
H 4.00258 -0.60628 2.19988
H 0.74633 1.14678 -0.53887
H 0.67870 2.76228 0.19153
H 3.36081 2.42580 0.32904
H 3.02699 1.34459 -1.01998
H 1.99134 3.11844 -2.30504
H 3.52512 3.71620 -1.67405
H 1.44839 2.36588 4.38891
H 3.01234 3.07040 4.11022
H 1.24742 4.03209 1.99417
H 2.14106 4.94272 3.17822
H 0.52890 4.35400 3.57709
N 1.86232 -4.58345 -2.13449
C 2.13308 -5.37516 -3.16988
C 3.35542 -5.39066 -3.82586
C 4.35143 -4.53562 -3.38478
C 4.08592 -3.70428 -2.30803
C 2.83208 -3.76869 -1.72091
H 1.32802 -6.02876 -3.48625
H 3.51956 -6.05787 -4.66041
H 5.31869 -4.51913 -3.86993
H 4.83545 -3.02365 -1.92709
H 2.58543 -3.14583 -0.87416